1.
Here is a molecular structure, C22H45AlN2OP3 in a non-equilibrium geometry from OMol25. Energies are from ωB97M-V/def2-TZVPD.

The geometry in XYZ format:
```
74
Properties=species:S:1:pos:R:3:lowdin_charge:R:1
Al -0.90787 3.06053 -0.98492 0.350
P 2.44008 -1.16303 1.73375 0.789
P 1.35508 3.31553 -0.75802 0.828
P -0.71731 -3.52955 1.37083 1.067
H -0.75622 2.81096 -3.47429 0.112
C -1.52502 2.77681 -2.69845 -0.109
C -2.00794 4.04541 -2.08730 -0.090
H -1.58945 4.99478 -2.43606 0.109
C 3.88804 -2.28572 1.56201 -0.288
C 3.32515 0.25182 2.51086 -0.308
C 1.77041 -1.93924 3.26211 -0.317
C 2.01682 4.59710 -1.86739 -0.184
C 1.93103 3.82260 0.89199 -0.213
C 2.30669 1.80818 -1.14774 -0.209
C -2.16193 -3.28843 0.25533 -0.224
C -1.44497 -4.76108 2.52714 -0.216
C 0.25266 -4.69617 0.32281 -0.207
H -2.23029 1.97022 -2.89245 0.078
H -3.05269 4.10844 -1.77807 0.102
H 4.40861 -2.30844 2.52900 0.058
H 4.55937 -1.91872 0.77714 0.049
H 3.53891 -3.29092 1.29650 0.037
H 4.10717 -0.16330 3.16219 0.057
H 2.60461 0.84074 3.09294 0.030
H 3.77746 0.87843 1.72998 0.026
H 1.99586 -3.01333 3.25869 0.045
H 0.68203 -1.80425 3.28850 -0.010
H 2.23411 -1.43985 4.12423 0.054
H 2.78104 5.17619 -1.33201 0.075
H 1.20696 5.27058 -2.17653 0.059
H 2.45732 4.13257 -2.75879 0.078
H 2.82773 4.44609 0.77336 0.077
H 2.16675 2.94847 1.51567 0.043
H 1.15059 4.41740 1.38680 0.061
H 3.35030 1.90703 -0.81648 0.080
H 2.29471 1.61773 -2.22935 0.067
H 1.86075 0.94216 -0.63873 0.018
H -2.87956 -4.11031 0.37603 0.074
H -1.82892 -3.22345 -0.78833 0.047
H -2.64289 -2.33918 0.52989 0.037
H -2.21978 -5.35620 2.02826 0.078
H -1.88717 -4.21076 3.36713 0.059
H -0.64959 -5.41372 2.90767 0.065
H -0.39240 -5.14457 -0.44307 0.083
H 0.68481 -5.48253 0.95257 0.063
H 1.05781 -4.13137 -0.16255 0.038
C 0.26948 -1.32149 -2.28875 -0.321
C 1.17280 -1.36242 -3.36492 -0.014
C 0.64569 -1.25620 -4.65738 -0.051
C -0.72864 -1.04215 -4.85948 -0.060
C -1.57363 -0.83774 -3.75944 -0.086
C -1.07842 -0.99728 -2.46968 -0.068
O 0.62806 -1.73427 -1.01477 -0.059
H 1.47808 -1.40741 -0.79121 -0.011
H 2.23641 -1.55841 -3.17776 0.127
H 1.30443 -1.36372 -5.52469 0.124
H -1.12980 -1.03951 -5.87771 0.121
H -2.62285 -0.55495 -3.87889 0.113
H -1.71084 -0.90210 -1.57888 0.086
C -1.85841 1.26056 3.91686 0.018
C -2.13145 1.38783 2.47402 -0.252
C -3.19230 0.94631 1.68708 0.070
C -2.96572 1.39233 0.38481 -0.261
N -1.79822 2.07951 0.37924 0.008
N -1.32205 2.06141 1.65795 0.089
C -3.79014 1.19052 -0.81191 0.009
H -2.37730 2.04554 4.48837 0.118
H -2.22525 0.29270 4.27738 0.104
H -0.78447 1.32945 4.14067 0.094
H -4.04460 0.37840 2.01899 0.139
H -0.44593 2.51795 1.92306 0.165
H -3.35147 0.45758 -1.50441 0.076
H -4.76396 0.79066 -0.49087 0.118
H -3.97841 2.12124 -1.36055 0.091
```

Energy relative to the best compared isomer or geometry (same formula, charge and spin): 18.7 kcal/mol
Orbital gap (spin up / spin down): 5.2 / 4.4 eV
LUMO level (spin up / spin down): -10.77 / -11.52 eV
Charge: +3



2.
Here is 5 unconnected molecules or ions with the total composition C22H45ClF9N2O4S in a non-equilibrium geometry from OMol25. Energies are from ωB97M-V/def2-TZVPD.

The geometry in XYZ format:
```
84
Properties=species:S:1:pos:R:3:lowdin_charge:R:1
C -5.75167 2.38783 -3.85916 -0.125
C -4.18177 1.99338 -3.92888 -0.225
C -3.77037 1.56340 -2.40206 -0.170
C -2.49728 2.47912 -1.91848 -0.088
C -1.20046 1.57398 -2.11268 -0.096
N -0.14648 1.78490 -3.08249 0.096
C 0.90831 0.77737 -3.06209 0.068
C 0.38127 -0.12674 -1.93018 -0.111
C 1.24643 -1.42390 -1.57438 -0.135
C 1.44846 -2.43807 -2.80432 -0.253
C 0.10869 -2.79036 -3.60903 -0.533
Cl 0.61278 -3.03467 -5.38632 0.480
N -0.88204 0.36803 -1.38799 0.022
C -1.59228 -0.35345 -0.29208 -0.078
C -1.90601 0.51820 1.02272 -0.025
C -0.58209 0.87780 1.91204 -0.274
F 0.62597 0.83637 1.15003 0.052
F -0.47559 -0.24820 2.82624 0.023
C -0.76027 2.17678 2.84416 -0.306
F -2.11831 2.20695 3.26111 0.070
F 0.02483 2.00646 4.03655 0.058
S -0.34548 3.82712 2.07833 1.007
F -1.98882 4.25785 2.17345 -0.190
F -0.20409 4.46068 3.64632 -0.168
F 1.28554 3.51608 1.99947 -0.149
F -0.64779 3.33295 0.51317 -0.182
F -0.02146 5.35198 1.47994 -0.150
H -6.23816 2.41292 -4.89659 0.081
H -6.34482 1.66303 -3.19066 0.082
H -5.82722 3.42323 -3.35740 0.086
H -4.04330 1.05829 -4.59051 0.088
H -3.55402 2.86088 -4.32731 0.101
H -3.41604 0.46469 -2.46813 0.090
H -4.64472 1.71065 -1.68567 0.114
H -2.44306 3.46060 -2.52359 0.133
H -2.70192 2.74815 -0.82447 0.097
H -0.05500 2.53206 -3.78228 0.166
H 1.84249 0.64484 -3.69252 0.148
H 2.30165 -1.04615 -1.28207 0.135
H 0.85891 -1.97842 -0.64502 0.112
H 2.28211 -2.02973 -3.47761 0.101
H 1.85971 -3.41820 -2.35693 0.129
H -0.67769 -1.96210 -3.62092 0.063
H -0.40211 -3.75796 -3.27216 0.086
H -1.08469 -1.34839 -0.01526 0.147
H -2.62333 -0.65692 -0.72695 0.145
H -2.44148 1.50689 0.83089 0.107
H -2.57883 -0.08524 1.74528 0.159
C 2.02936 -3.37867 4.55268 -0.084
C 0.98292 -3.45970 3.46113 -0.332
O 0.17381 -4.61526 3.64228 -0.085
H 2.66166 -4.27023 4.54600 0.083
H 2.66100 -2.49663 4.42163 0.059
H 1.55782 -3.33011 5.53831 0.081
H 1.45807 -3.52976 2.47965 0.108
H 0.33868 -2.57442 3.47061 0.087
H -0.25012 -4.54198 4.50786 0.085
C 2.83368 1.11946 5.12594 -0.096
C 3.70618 0.76816 6.31574 -0.313
O 4.10226 -0.59442 6.24444 -0.084
H 1.94552 0.48241 5.09933 0.070
H 2.51803 2.16469 5.17051 0.074
H 3.37287 0.95484 4.18726 0.058
H 3.15699 0.91347 7.24809 0.118
H 4.60370 1.39422 6.34259 0.111
H 4.59488 -0.71238 5.42126 0.075
C 6.71796 1.09551 2.02881 -0.087
C 5.65995 1.00678 0.94729 -0.326
O 4.85758 -0.14944 1.14328 -0.097
H 7.35563 0.20782 2.02090 0.081
H 7.34490 1.97954 1.89112 0.079
H 6.25286 1.14328 3.01820 0.064
H 6.12346 0.93646 -0.03898 0.113
H 5.01218 1.88944 0.96241 0.104
H 4.44500 -0.07379 2.01412 0.063
C -3.25703 -3.60537 -5.36349 -0.086
C -4.36166 -2.80707 -4.70126 -0.305
O -3.86158 -1.54338 -4.26847 -0.115
H -2.42678 -3.75901 -4.66928 0.046
H -3.62337 -4.57922 -5.69611 0.084
H -2.85520 -3.06717 -6.22696 0.077
H -4.74552 -3.33647 -3.82678 0.116
H -5.19164 -2.63821 -5.39393 0.114
H -3.53253 -1.07838 -5.04968 0.072
```

Orbital gap: 8.0 eV
LUMO level: -3.97 eV
Charge: +1



3.
Here is a molecular structure, C22H45N2P3SSeYb in a non-equilibrium geometry from OMol25. Energies are from ωB97M-V/def2-TZVPD.

The geometry in XYZ format:
```
75
Properties=species:S:1:pos:R:3:lowdin_charge:R:1
Yb -0.31527 0.50590 -0.18356 0.942
P 0.51809 -0.45150 -2.70294 0.623
P 2.78839 -0.49391 0.27128 0.749
P -2.85209 -0.21270 -1.19226 0.668
H 2.05363 2.08831 3.01191 0.028
C 1.06085 2.25147 3.46062 -0.088
C 0.44109 1.33753 4.23844 -0.063
H 0.97112 0.49272 4.70824 0.059
C 0.96302 1.21615 -3.34215 -0.273
C 2.01787 -1.35304 -3.27534 -0.263
C -0.71163 -0.89090 -4.00634 -0.272
C 3.34747 -0.35861 2.00470 -0.284
C 3.96307 -1.83121 -0.23251 -0.262
C 3.73970 0.90982 -0.43076 -0.291
C -3.47840 -0.18480 0.52944 -0.317
C -4.14595 -1.33522 -1.86662 -0.250
C -3.41487 1.40976 -1.87655 -0.291
H 0.55116 3.18346 3.08763 0.062
H -0.66114 1.34045 4.33767 0.055
H 1.17979 1.15002 -4.42107 0.075
H 1.84979 1.60029 -2.81142 0.036
H 0.11365 1.90448 -3.19336 0.047
H 2.08625 -1.41013 -4.37776 0.078
H 2.01518 -2.37602 -2.87936 -0.002
H 2.92501 -0.85072 -2.91378 0.034
H -0.25875 -0.86128 -5.01275 0.070
H -1.54888 -0.17414 -3.97589 0.033
H -1.10581 -1.89835 -3.81219 0.038
H 4.36076 0.05464 2.04543 0.069
H 3.34255 -1.33911 2.48883 0.036
H 2.68098 0.29829 2.56850 -0.006
H 4.94950 -1.43179 -0.51996 0.073
H 3.58214 -2.40213 -1.08552 0.008
H 4.12164 -2.55622 0.57422 0.040
H 4.74972 0.92230 -0.00144 0.063
H 3.23356 1.84923 -0.17776 0.043
H 3.80823 0.83796 -1.52326 0.034
H -4.33584 0.50721 0.63476 0.067
H -2.73560 0.09301 1.30139 0.004
H -3.82412 -1.20998 0.76421 0.057
H -5.14427 -0.85505 -1.86502 0.078
H -4.19454 -2.24798 -1.24613 0.052
H -3.90112 -1.62489 -2.90046 0.048
H -4.44529 1.63875 -1.54448 0.069
H -3.38359 1.37248 -2.98770 0.059
H -2.74978 2.22096 -1.52807 -0.021
C -2.72083 4.63776 1.75971 -0.643
C -2.92739 5.79960 0.97890 -0.080
C -3.45313 6.95523 1.55227 -0.035
C -3.65889 6.99131 2.93896 -0.017
C -3.32940 5.90621 3.74613 -0.041
C -2.80946 4.75493 3.16894 -0.078
S -2.51079 3.12556 1.00614 0.805
H -1.38585 2.12226 0.43544 -0.218
H -2.74026 5.76669 -0.09754 0.115
H -3.70492 7.82659 0.92157 0.134
H -4.10418 7.89287 3.38882 0.136
H -3.48961 5.97006 4.82072 0.127
H -2.53193 3.90680 3.77680 0.103
C 1.72905 -5.14523 -2.21108 0.005
N 1.75101 -5.00488 -0.75638 -0.099
C 2.67602 -5.58812 0.08202 0.031
C 2.45238 -5.13924 1.34609 0.044
N 1.37350 -4.26322 1.26769 -0.100
C 0.85691 -3.40608 2.34160 -0.006
C 0.96124 -4.15040 -0.03354 -0.628
Se -0.36966 -3.02365 -0.68664 0.852
H 2.54772 -4.54603 -2.63822 0.103
H 0.74960 -4.79019 -2.55754 0.071
H 1.88159 -6.20508 -2.44964 0.122
H 3.42621 -6.26904 -0.30075 0.161
H 2.93488 -5.36627 2.27756 0.153
H 0.90947 -3.96760 3.29009 0.123
H 1.47283 -2.48035 2.40049 0.079
H -0.19337 -3.14604 2.09058 0.068
```

Energy relative to the best compared isomer or geometry (same formula, charge and spin): 1.2 kcal/mol
Orbital gap (spin up / spin down): 7.1 / 4.6 eV
Multiplicity: 2
LUMO level (spin up / spin down): -8.96 / -11.49 eV
Charge: +3



> What is the charge in the third record?

+3



> Which formula does entry 3 have?

C22H45N2P3SSeYb



> Among the records above, which one has the lowest charge?

C22H45ClF9N2O4S



> What is the charge in the second record?

+1